# 1
{
  "formula": "C3H6N5",
  "method": "wB97M-V/def2-TZVPD",
  "elements": ["N", "C", "N", "N", "C", "N", "N", "C", "H", "H", "H", "H", "H", "H"],
  "xyz": [[1.3842, -0.0247, -0.3451], [0.1432, 0.1418, 0.1538], [-0.1309, 0.9639, 1.1395], [-0.8530, -0.7184, -0.5568], [-1.1007, -2.0711, -0.7272], [-2.1297, -2.2388, -1.4718], [-2.6617, -1.0731, -1.7806], [-1.9731, -0.1398, -1.2671], [1.8705, -0.7192, -1.0189], [1.9746, 0.6254, 0.0646], [-1.1789, 0.9145, 1.3037], [0.4614, 1.5954, 1.5256], [-0.6093, -2.9155, -0.4147], [-2.2925, 0.9008, -1.3453]],
  "forces_ev_per_angstrom": [[-1.0061, -0.9595, -0.2960], [1.2428, -3.8433, -3.4013], [-5.4253, -3.5798, -2.5559], [-0.5275, 3.3442, 1.3809], [-0.3233, 0.9622, -0.7332], [0.0994, -1.9082, 0.2567], [-1.2983, 1.1709, -0.9687], [0.7575, 0.6472, 0.8663], [-2.0743, 1.4450, 1.4014], [2.1009, 1.0718, 0.6563], [1.8828, 0.8215, 0.5318], [2.0262, 2.2869, 1.4522], [1.7545, -1.2825, 1.1734], [0.7905, -0.1764, 0.2360]],
  "fmax_ev_per_a": 6.984,
  "charge": 1,
  "homo_lumo_gap_ha": 0.335,
  "homo_ev": -13.8
}

# 2
{
  "formula": "C5H13N2OSi",
  "method": "wB97M-V/def2-TZVPD",
  "elements": ["C", "C", "C", "N", "O", "Si", "C", "C", "N", "H", "H", "H", "H", "H", "H", "H", "H", "H", "H", "H", "H", "H"],
  "xyz": [[2.8632, 0.1400, 1.3253], [2.3901, 0.1804, -0.1004], [0.9865, -0.2345, -0.1990], [0.6177, -1.1621, -1.0095], [-0.7530, -1.1517, -1.2446], [-1.5938, 0.0386, -0.2894], [-2.2503, 1.3008, -1.5500], [-2.5428, -0.9281, 1.1257], [0.0188, 0.5080, 0.3096], [2.9076, 1.1395, 1.8441], [3.7889, -0.3443, 1.3181], [2.1838, -0.4749, 1.9087], [2.9238, -0.5242, -0.7768], [2.4076, 1.1619, -0.6447], [1.1006, -1.9760, -1.5284], [-2.7085, 0.7219, -2.3253], [-2.9303, 2.0409, -1.2318], [-1.3713, 1.6596, -2.0471], [-2.0113, -1.6783, 1.7845], [-3.0556, -0.1990, 1.7837], [-3.2939, -1.4821, 0.6624], [0.3223, 1.2638, 0.8850]],
  "forces_ev_per_angstrom": [[-0.8460, 1.4851, 0.9576], [0.1635, -0.2697, -1.6407], [0.7601, 1.2963, -0.4358], [-1.1770, -2.3646, -1.7633], [-0.2064, -0.3128, -0.0030], [0.0201, -1.2875, 0.5874], [0.6728, -1.9778, 0.8898], [1.3688, 1.5537, 0.4205], [-0.4415, -0.1653, 0.0556], [0.1651, -1.0115, -0.7053], [1.6108, -0.3823, 0.4777], [0.0048, -0.1265, 0.1926], [0.1427, 0.5047, 0.6507], [0.2749, -0.6332, 0.7252], [-0.7048, 2.2086, 1.3820], [-0.6869, -0.5524, -0.4272], [-0.5413, 0.9560, 0.4336], [0.5934, 0.7096, 0.0209], [0.0733, 1.1467, -0.9712], [0.2547, -0.3208, -0.2455], [-1.5264, -0.9176, -0.9318], [0.0253, 0.4612, 0.3303]],
  "fmax_ev_per_a": 3.176,
  "charge": 1,
  "homo_lumo_gap_ha": 0.400,
  "homo_ev": -13.8
}

# 3
{
  "formula": "C2H5IO2",
  "method": "wB97M-V/def2-TZVPD",
  "elements": ["C", "C", "O", "O", "I", "H", "H", "H", "H", "H"],
  "xyz": [[0.9760, 0.4533, -0.5692], [0.4694, -0.5048, 0.4415], [-0.6671, -0.9998, 0.1763], [-2.0677, 0.2884, 0.9220], [-3.5545, 0.2111, -0.1570], [0.5176, 0.1754, -1.5493], [0.5772, 1.3572, -0.2999], [2.0972, 0.5304, -0.8396], [0.6069, -0.0717, 1.4381], [1.0451, -1.4396, 0.4372]],
  "forces_ev_per_angstrom": [[1.9994, -1.2314, -3.2076], [4.0119, 1.0308, 0.7114], [-6.5140, -0.2713, 0.5071], [3.4577, -1.2993, 0.1591], [-1.4767, -0.1613, -1.1540], [0.2014, 0.1925, 0.6418], [-0.6140, 2.7174, 0.3597], [-1.6433, -0.1852, 1.1614], [-0.1754, -0.3720, 0.5431], [0.7529, -0.4202, 0.2780]],
  "fmax_ev_per_a": 6.539,
  "homo_lumo_gap_ha": [0.246, 0.244],
  "homo_ev": [-9.2, -9.2]
}

# 4
{
  "formula": "C11H17O2P",
  "method": "wB97M-V/def2-TZVPD",
  "elements": ["C", "C", "C", "C", "C", "C", "C", "O", "C", "P", "C", "C", "C", "O", "H", "H", "H", "H", "H", "H", "H", "H", "H", "H", "H", "H", "H", "H", "H", "H", "H"],
  "xyz": [[-2.7717, 1.0833, 1.6803], [-2.1103, 0.5825, 0.4239], [-1.9996, -0.6967, 0.0762], [-1.8125, -1.8386, -0.4118], [-0.4468, -2.5047, -0.2896], [0.8722, -1.8420, -0.8148], [1.5775, -0.8687, 0.2228], [0.8168, -0.8010, 1.4462], [1.9770, 0.5565, -0.3605], [3.3847, 1.2977, 0.6135], [0.9214, 1.5920, -0.4726], [-0.2954, 1.3178, -1.3436], [-1.6607, 1.5363, -0.5961], [-2.2797, 2.6067, -0.5895], [-2.4911, 2.1025, 1.7346], [-2.4712, 0.5557, 2.5461], [-3.8510, 1.1232, 1.6458], [-2.2617, -2.2405, -1.3284], [-0.1352, -2.6302, 0.8061], [-0.5227, -3.4731, -0.6930], [1.3817, -2.5868, -1.4407], [0.7053, -1.1150, -1.5728], [2.5485, -1.1950, 0.5610], [-0.0982, -0.6801, 1.1129], [2.5037, 0.2976, -1.2157], [4.2385, 0.1491, 0.4169], [3.0182, 0.8965, 1.8785], [1.3327, 2.6089, -0.7542], [0.5794, 1.8135, 0.5722], [-0.4001, 0.3536, -1.6914], [-0.2495, 1.9989, -2.1623]],
  "forces_ev_per_angstrom": [[-0.2575, 0.3327, -1.1496], [-0.2885, -2.6396, 0.1189], [-1.2313, 3.6688, 1.1655], [2.4761, -2.4896, -2.7079], [1.7868, 0.3160, 2.8042], [-0.9212, 1.0682, -0.4187], [0.3679, -0.1076, 0.7393], [-0.3123, 0.4450, -1.3858], [-0.2105, -1.1408, 2.3085], [0.7416, -0.2317, -0.7390], [-0.8106, 1.9430, 1.1663], [-1.9613, 1.5890, 1.0211], [0.6360, 3.2346, 0.7624], [1.0633, -1.3120, -0.9029], [0.3827, 1.0973, 0.5000], [0.3935, -0.6325, 0.8038], [-0.3592, -0.3474, -0.2660], [-1.0183, 0.3024, 0.7743], [-1.0163, -0.3061, -1.3002], [-0.0418, -1.2283, -0.5259], [0.8290, -0.0160, 1.1425], [-0.9167, 0.3341, -1.0773], [0.1647, -0.8568, -0.0709], [0.4607, 0.2611, 0.8535], [0.5895, -0.1979, -2.3604], [-0.1629, 0.5477, 0.1678], [-0.3386, -0.2480, 0.8010], [-0.1786, -1.2528, 0.0306], [0.1081, -0.3635, -0.5405], [0.3678, -2.1201, -0.9317], [-0.3424, 0.3507, -0.7827]],
  "fmax_ev_per_a": 4.434,
  "homo_lumo_gap_ha": 0.359,
  "homo_ev": -9.4
}

# 5
{
  "formula": "C10H16",
  "method": "wB97M-V/def2-TZVPD",
  "elements": ["C", "C", "C", "C", "C", "C", "C", "H", "H", "H", "H", "H", "H", "H", "H", "C", "C", "C", "H", "H", "H", "H", "H", "H", "H", "H"],
  "xyz": [[1.5828, -0.8081, -2.1596], [0.9919, -0.8438, -0.7348], [0.0462, -1.7239, -0.1697], [-0.0200, -1.7763, 1.2096], [0.6431, -0.9111, 2.1081], [1.4518, 0.0263, 1.5227], [1.6703, -0.0254, 0.1362], [1.7647, 0.2455, -2.3369], [0.7808, -1.0490, -2.8695], [2.3364, -1.5816, -2.2349], [-0.3972, -2.5345, -0.7323], [-0.6352, -2.5910, 1.5806], [0.6189, -1.1135, 3.1684], [1.9395, 0.8434, 2.0391], [2.3495, 0.7732, -0.1523], [-1.9302, 0.7438, -1.2805], [-1.3423, 1.4255, -0.0247], [-2.1091, 2.7547, 0.2424], [-1.6840, 1.5528, -1.9723], [-2.9927, 0.5218, -1.2477], [-1.3464, -0.1141, -1.5946], [-1.3573, 0.8580, 0.9055], [-0.3325, 1.6880, -0.2944], [-1.8720, 3.1294, 1.2468], [-1.6233, 3.4937, -0.3864], [-3.1851, 2.6288, 0.2132]],
  "forces_ev_per_angstrom": [[-2.9895, -0.3168, 0.6729], [1.1049, -0.4214, -0.3199], [1.7606, 0.1714, -0.0153], [-0.6935, -0.4651, 0.7194], [-0.2791, -1.0829, -0.9542], [0.2037, 0.1771, -0.6919], [-0.2253, 1.5147, 1.5252], [1.0907, -0.1713, -0.3237], [0.1918, -0.2234, -0.0663], [0.5928, 0.4990, -0.2469], [-0.2985, 0.2666, -0.2234], [0.0150, 0.1720, 0.3667], [-0.3060, 0.3204, 0.0944], [0.1154, -0.3113, 0.4040], [0.0581, -0.3999, -0.7866], [1.1065, 1.0069, 0.4458], [-1.5254, 0.2855, 0.2924], [1.5422, -0.5103, 0.8858], [-0.7370, -0.3216, -0.8219], [-0.0395, 0.0699, 0.0334], [-0.1831, -0.2045, 0.0640], [0.1514, -0.4290, -0.2710], [0.4602, -0.0662, 0.3258], [-0.0794, -0.2384, 0.0261], [-0.9147, 0.3854, -0.5907], [-0.1224, 0.2930, -0.5439]],
  "fmax_ev_per_a": 3.081,
  "homo_lumo_gap_ha": 0.370,
  "homo_ev": -9.1
}

# 6
{
  "formula": "C16H16FeNO3",
  "method": "wB97M-V/def2-TZVPD",
  "elements": ["O", "C", "Fe", "C", "O", "C", "O", "C", "C", "C", "C", "C", "C", "H", "H", "H", "H", "H", "H", "H", "C", "C", "C", "C", "C", "N", "C", "C", "H", "H", "H", "H", "H", "H", "H", "H", "H"],
  "xyz": [[1.7013, -2.1666, 0.8956], [1.8968, -1.2822, 0.1658], [1.9052, 0.3718, -0.5108], [2.8157, 0.9216, 0.8594], [3.3564, 1.1040, 1.8700], [3.2525, 0.3369, -1.6678], [4.1839, 0.2845, -2.3606], [-2.4447, 0.0482, 1.9345], [-1.7995, -0.7544, 0.8027], [-0.8807, 0.0534, -0.0533], [-0.5990, 1.3895, 0.2037], [-1.0830, 2.0501, 1.3665], [-1.9238, 1.3182, 2.2399], [-3.5219, -0.0771, 2.0802], [-1.2129, -1.5785, 1.2628], [-2.6125, -1.1836, 0.1746], [-0.4428, -0.5221, -0.9023], [0.1329, 1.9446, -0.4089], [-0.8158, 3.1006, 1.5831], [-2.2119, 1.8060, 3.1773], [-4.4814, -5.9396, 5.2929], [-3.5552, -5.1921, 6.0276], [-3.3424, -3.8384, 5.7430], [-4.0807, -3.1897, 4.7436], [-3.7974, -1.7411, 4.3791], [-3.1670, -1.5639, 3.0245], [-5.0727, -3.9177, 4.0661], [-5.2773, -5.2794, 4.3503], [-4.6606, -6.9825, 5.5477], [-2.9457, -5.6682, 6.7931], [-2.5977, -3.2491, 6.2885], [-4.7255, -1.1462, 4.3890], [-3.0821, -1.3219, 5.0950], [-2.2481, -1.9945, 3.0176], [-3.7344, -2.1418, 2.3834], [-5.7083, -3.4262, 3.3158], [-6.0190, -5.8530, 3.7907]],
  "forces_ev_per_angstrom": [[0.6216, 1.2614, -1.5374], [-1.0409, -2.2668, 2.1082], [-1.2901, 0.0621, -0.7798], [1.4526, 1.0487, 3.8272], [-0.6894, -0.1785, -1.9180], [3.0618, -0.0844, -3.2028], [-2.1776, 0.1122, 1.8180], [0.6996, 1.9711, -1.8639], [-0.6923, 0.1703, 0.5899], [0.0437, -0.1666, -0.4413], [0.4982, 0.3288, 0.8072], [1.1765, 0.0327, -1.3286], [-1.2586, -0.9291, 1.0683], [0.2604, 0.9624, -0.4229], [-0.2198, 0.0304, -0.4697], [0.6601, -0.1011, 0.2340], [-0.4429, 0.8416, 0.4356], [-0.5631, -0.1594, -0.0679], [-0.0733, -0.9219, -0.0617], [-0.2394, -0.0729, -0.4049], [-0.2993, 0.8339, 0.4363], [0.2582, 0.1589, -0.2783], [-0.0074, 0.1514, -0.2266], [-0.1088, -0.4725, -0.2905], [0.0767, 0.4716, 0.4052], [-0.5948, -3.1610, 1.6987], [-0.0311, -0.3317, 0.0620], [0.3354, 0.1268, -0.3199], [0.1247, 0.2021, -0.2357], [-0.2029, 0.0772, -0.1126], [-0.2005, -0.3905, -0.0766], [0.3854, -0.1617, -0.0032], [-0.3283, 0.0478, -0.0370], [0.0923, -0.1404, 0.2011], [0.3231, 0.5553, -0.1279], [0.2630, -0.2145, 0.3079], [0.1273, 0.3064, 0.2074]],
  "fmax_ev_per_a": 4.432,
  "charge": 1,
  "homo_lumo_gap_ha": [0.274, 0.165],
  "homo_ev": [-11.1, -11.6],
  "multiplicity": 5
}